[1]
Molecular formula: C31H32IN3O13S2Ta
Method: DFT, ωB97M-V/def2-TZVPD

The geometry in XYZ format:
```
83
Properties=species:S:1:pos:R:3:forces:R:3:mulliken_charge:R:1
Ta 1.432 0.290 -0.427 0.5 -0.7 0.3 -0.43
I 0.007 2.142 -1.656 0.0 0.2 -0.3 -0.20
S -1.231 -2.946 -2.267 -0.1 0.0 0.0 -0.07
S 2.099 -2.261 -2.109 0.0 0.2 -0.2 1.62
O 3.417 0.285 0.431 0.1 -0.1 -0.1 -0.52
O -0.890 -0.641 0.131 0.0 0.3 0.2 1.20
O 0.686 4.685 6.346 0.0 0.0 0.0 -0.48
O 1.617 -3.606 -1.998 0.0 0.0 0.1 -0.70
O 1.487 -1.507 0.991 -0.1 -0.2 0.0 0.10
O 3.066 -1.764 -1.149 0.1 0.0 -0.1 -0.57
O -0.482 2.721 6.040 0.0 0.0 0.0 -0.52
O 3.021 0.902 -1.577 0.0 0.2 -0.3 -0.53
O -1.908 1.937 1.334 0.0 0.0 0.0 -0.03
O 0.839 0.889 1.397 -0.1 0.1 0.4 0.49
O 2.090 2.441 0.579 0.0 0.0 -0.1 -0.70
O 9.317 1.332 -1.434 0.0 0.0 0.0 -0.48
O 8.651 0.377 0.556 0.0 0.0 0.0 -0.49
N -0.939 -0.607 -3.260 0.1 0.0 0.0 -0.31
N 0.868 -1.198 -1.836 0.1 0.1 0.2 0.41
N 3.944 -1.375 -7.618 0.0 0.0 0.0 -0.47
C 7.085 1.641 -2.381 0.0 0.0 0.0 -1.24
C 3.517 -1.565 -6.339 0.0 0.0 0.0 1.15
C 7.973 1.244 -1.407 0.0 0.0 0.0 1.04
C 3.914 0.681 -0.673 -0.2 0.0 0.2 1.24
C 1.268 2.764 2.814 0.0 0.1 -0.1 -0.12
C 6.244 0.465 0.082 0.0 0.0 0.0 -1.13
C 0.281 2.983 4.940 0.0 0.0 0.0 1.12
C -2.683 0.781 1.150 0.0 0.0 0.0 -0.85
C 1.956 -2.554 -4.787 0.0 0.0 0.0 -0.46
C -0.354 -1.460 -2.482 -0.1 0.1 -0.2 -0.15
C 2.672 -2.000 -3.726 -0.1 -0.1 0.0 -0.22
C 5.326 0.863 -0.911 0.0 0.0 0.0 -0.27
C -2.519 2.853 2.223 0.0 0.0 0.0 -1.00
C 7.561 0.669 -0.205 0.0 0.0 0.0 0.75
C 0.399 2.251 3.795 0.0 0.0 0.0 -1.29
C 2.369 -2.333 -6.079 0.0 0.0 0.0 -0.93
C 3.810 -1.242 -3.964 0.1 0.1 0.0 -0.37
C -0.305 3.829 6.924 0.0 0.0 0.0 -0.28
C 9.792 0.806 -0.186 0.0 0.0 0.0 -0.25
C 0.385 -2.434 0.948 0.0 0.0 0.0 -0.85
C 1.835 4.683 4.182 0.0 0.0 0.0 -1.12
C -2.466 -2.336 -3.286 0.1 0.0 0.0 -0.37
C 4.234 -1.030 -5.258 0.0 0.0 0.0 -0.98
C 1.965 3.951 3.003 0.0 0.0 0.0 -0.70
C 0.982 4.170 5.131 0.0 0.0 0.0 0.95
C 1.432 2.051 1.550 -0.1 0.1 0.0 1.06
C 5.736 1.436 -2.112 0.0 0.0 0.0 -0.37
C -2.133 -1.094 -3.716 0.0 -0.1 0.0 -0.72
C -0.887 -1.654 1.133 0.0 0.0 0.0 -0.49
C -2.184 -0.027 -0.025 -0.1 -0.2 0.0 -1.04
C 2.061 -1.431 2.313 0.1 0.0 0.0 -0.77
H 4.690 -0.734 -7.815 0.0 0.0 0.0 0.19
H 5.132 -0.454 -5.442 0.0 0.0 0.0 0.35
H -3.328 -2.926 -3.549 0.0 0.0 0.0 0.49
H -1.244 4.378 7.014 0.0 0.0 0.0 0.28
H 1.310 -1.106 3.033 0.0 0.0 0.0 0.27
H 2.437 -2.421 2.567 0.0 0.0 0.0 0.32
H 5.913 0.021 1.009 0.0 0.0 0.0 0.62
H 0.049 3.471 7.890 0.0 0.0 0.0 0.26
H 1.817 -2.763 -6.906 0.0 0.0 0.0 0.31
H 0.520 -3.182 1.728 0.0 0.0 0.0 0.72
H 4.985 1.733 -2.832 0.0 0.0 0.0 0.68
H 2.613 4.303 2.212 0.0 0.0 0.0 0.55
H 10.441 -0.046 -0.383 0.0 0.0 0.0 0.26
H -2.726 -0.494 -4.390 0.0 0.0 0.0 0.46
H -0.934 -1.203 2.128 0.0 0.0 0.0 0.13
H -1.757 -2.305 0.998 0.0 0.0 0.0 0.73
H 3.367 -1.655 -8.389 0.0 0.0 0.0 0.20
H 7.425 2.094 -3.301 0.0 0.0 0.0 0.48
H 1.084 -3.167 -4.595 0.0 0.0 0.0 0.46
H -2.901 -0.833 -0.217 0.0 0.0 0.0 0.41
H -2.119 0.589 -0.915 0.0 0.0 0.0 0.30
H -1.862 3.717 2.298 0.0 0.0 0.0 0.26
H -2.650 2.417 3.221 0.0 0.0 0.0 0.39
H 0.416 -2.936 -0.014 0.0 0.0 0.0 0.02
H -2.720 0.183 2.072 0.0 0.0 0.0 0.34
H -3.496 3.171 1.847 0.0 0.0 0.0 0.35
H -3.723 1.045 0.908 0.0 0.0 0.0 0.55
H 2.370 5.607 4.345 0.0 0.0 0.0 0.45
H 10.309 1.595 0.359 0.0 0.0 0.0 0.27
H 2.879 -0.724 2.281 0.0 0.0 0.0 0.14
H 4.371 -0.833 -3.135 0.0 0.0 0.0 0.58
H -0.155 1.339 3.626 0.0 0.0 0.0 0.56
```
Forces are in eV/Å.

Values from the calculation:
Net charge ... +1
LUMO ... -3.27 eV
Electronic energy ... -95074.1825 eV
E_HOMO ... -10.40 eV
Kohn-Sham gap ... 0.26188 Eh
Energy above the lowest of the compared OMol25 structures with the same formula, charge and spin ... 48.06 kJ/mol

[2]
Molecular formula: Cl3H4NSi2
Method: DFT, ωB97M-V/def2-TZVPD

The geometry in XYZ format:
```
10
Properties=species:S:1:pos:R:3:forces:R:3:nbo_charge:R:1
Cl -2.014 -1.844 -0.942 0.4 0.0 -1.0 -0.38
Cl 1.601 3.372 0.007 0.2 -0.4 -0.2 -0.33
Cl 3.761 2.347 -2.231 0.3 0.2 -0.3 -0.33
Si -2.450 -1.377 0.971 -0.5 0.1 0.0 0.90
Si 2.469 1.734 -0.833 -1.1 -1.6 0.7 1.63
N 1.968 0.272 -0.421 0.4 1.2 -0.1 -1.37
H -3.668 -2.171 1.165 -0.1 0.1 0.5 -0.17
H -1.339 -1.730 1.799 0.6 -0.5 0.6 -0.17
H 2.284 -0.666 -0.654 0.0 0.6 -0.1 0.41
H -2.614 0.062 1.139 -0.3 0.3 -0.1 -0.17
```
Forces are in eV/Å.

Values from the calculation:
SMILES ... N=[Si](Cl)Cl.[SiH3]Cl
LUMO (spin up / spin down) ... -0.17 / -0.17 eV
Electronic energy ... -54880.0650 eV
E_HOMO (spin up / spin down) ... -10.05 / -10.05 eV
Kohn-Sham gap (spin up / spin down) ... 0.36301 / 0.36299 Eh
Energy above the lowest of the compared OMol25 structures with the same formula, charge and spin ... 270.82 kJ/mol

[3]
Molecular formula: C2H5N5
Method: DFT, ωB97M-V/def2-TZVPD

The geometry in XYZ format:
```
12
Properties=species:S:1:pos:R:3:forces:R:3:nbo_charge:R:1
N 1.103 1.328 -0.283 1.2 1.7 0.9 -0.82
N -1.516 -1.013 0.033 1.6 -2.3 -0.1 -0.07
N 0.914 -1.730 0.124 -1.2 3.4 -0.4 -0.66
N -2.209 0.011 0.127 -0.5 2.8 0.0 -0.20
N -0.211 -0.643 -0.076 2.0 -3.6 0.4 -0.08
C -1.383 1.134 0.050 0.3 -2.0 0.3 -0.19
C -0.090 0.730 -0.047 -0.3 -2.4 -0.6 0.27
H 1.370 1.955 0.494 0.2 -0.6 -1.0 0.39
H 1.199 -2.243 -0.702 -0.8 0.6 -0.5 0.37
H 1.853 0.768 -0.682 -0.4 0.1 0.6 0.40
H -1.697 2.101 0.135 -1.1 2.1 0.0 0.21
H 0.667 -2.398 0.829 -0.9 0.2 0.4 0.38
```
Forces are in eV/Å.

Values from the calculation:
SMILES ... Nc1cnnn1N
LUMO ... 0.70 eV
Electronic energy ... -9602.8160 eV
E_HOMO ... -8.82 eV
Kohn-Sham gap ... 0.35004 Eh
Energy above the lowest of the compared OMol25 structures with the same formula, charge and spin ... 309.27 kJ/mol

[4]
Molecular formula: C23H66N8O15
Method: DFT, ωB97M-V/def2-TZVPD

The geometry in XYZ format:
```
112
Properties=species:S:1:pos:R:3:forces:R:3:mulliken_charge:R:1
O -4.175 2.993 -1.058 0.5 0.7 0.2 -0.50
O -2.110 -3.043 0.020 -0.2 0.2 0.3 -0.39
O 5.075 -1.125 0.417 0.5 -0.3 -0.5 -0.53
O 2.052 0.912 7.774 0.5 -0.5 -0.2 -0.33
O -0.260 -1.653 4.072 0.4 -0.2 0.7 -0.16
O -2.119 1.114 -3.061 -0.4 -0.1 0.8 0.11
O 2.913 -1.848 -1.348 -0.4 -0.4 -0.3 -0.73
O 2.567 -1.161 2.003 1.7 1.6 -1.3 -0.32
O -2.620 0.088 0.285 -1.2 0.1 -0.1 -0.46
O -2.170 3.766 0.932 0.1 -0.3 -0.2 -0.58
O 1.804 0.841 0.145 -0.3 -0.1 -0.2 -0.86
O -3.600 -4.243 2.531 0.2 -0.5 0.1 -0.50
O -3.249 -1.207 -1.883 0.6 -1.8 -0.9 -0.44
O -0.306 3.064 -3.779 0.3 0.1 0.4 -0.24
O 3.459 0.768 -7.725 0.1 0.4 0.2 -0.34
N 0.343 -1.399 7.017 0.1 0.6 -0.6 -0.28
N -2.140 1.297 2.106 -0.6 -0.4 -0.1 -0.16
N -0.122 1.628 -0.798 0.1 -0.4 0.4 0.59
N -0.047 -0.493 -0.011 0.9 -0.8 0.2 1.04
N -2.167 -0.987 2.291 -1.5 2.0 -0.8 0.00
N 1.469 -1.099 -2.899 -0.2 0.5 0.3 -0.02
N 0.906 2.005 -6.929 0.4 0.4 0.5 -0.46
N 2.025 -3.332 -2.844 -0.1 0.3 -0.2 -0.50
C 0.871 1.915 -5.463 -0.2 -0.8 -0.6 0.19
C -0.778 -2.451 5.113 -0.3 0.4 0.7 -0.45
C 3.850 -0.703 2.429 0.4 -2.0 0.5 -0.38
C 1.703 -0.206 8.588 -0.7 1.0 0.1 -0.64
C 1.113 0.713 -7.611 0.0 1.1 1.1 -0.83
C 0.741 3.237 -4.726 0.0 0.6 0.2 -0.96
C -3.338 -4.731 1.237 -0.8 -0.4 -1.5 -0.73
C -4.256 4.122 -0.194 -1.0 -0.3 -0.1 -0.55
C 0.628 0.678 -0.191 0.1 -0.2 0.4 0.31
C 2.159 -2.080 -2.291 1.1 -0.3 0.5 0.52
C -2.947 4.724 0.232 -0.2 0.9 0.6 -0.44
C -0.949 -1.574 6.349 0.4 -1.2 0.4 -0.90
C -0.594 4.255 -3.043 -1.6 -0.6 -1.5 -0.61
C 4.915 -1.568 1.729 0.0 0.9 1.2 -0.58
C 3.471 1.099 7.742 -1.1 -0.8 -0.4 -0.69
C -3.405 -3.641 0.175 0.7 -0.8 -0.5 -0.20
C 4.748 0.259 -7.510 0.4 -0.2 0.4 -0.77
C -3.990 -0.438 -2.771 -0.8 2.4 1.5 -0.85
C -2.437 0.108 1.508 2.0 0.2 0.3 0.49
C 2.404 -0.020 -7.246 -0.4 -0.9 -1.2 -0.37
C 0.723 -2.208 3.212 -1.3 0.4 -0.6 -0.72
C -3.227 0.495 -3.684 1.0 -0.6 -1.6 -0.32
C 0.271 -0.595 8.238 -0.3 -0.8 0.4 -0.68
H -3.322 2.578 -0.871 -0.2 -0.4 -0.1 0.26
H 4.325 -1.379 -0.143 -0.1 -0.1 0.1 0.51
H -2.475 -5.390 1.080 0.8 0.8 0.6 0.26
H 3.905 0.208 7.273 0.3 0.0 0.3 0.29
H 1.595 3.636 -4.162 0.5 -0.8 -0.1 0.50
H 0.576 4.077 -5.417 -0.7 -0.3 -0.2 0.39
H 2.317 -1.100 8.439 0.2 0.1 -0.5 0.34
H -4.195 -2.918 0.395 0.1 0.1 0.2 0.17
H -2.041 1.329 3.104 0.0 0.3 0.0 0.15
H -1.563 1.537 -3.727 0.0 0.2 0.2 0.08
H -2.820 -0.708 -1.171 -0.7 0.5 -0.1 0.36
H -4.883 3.890 0.676 0.5 -0.4 0.3 0.31
H -2.152 2.146 1.539 -0.3 -0.4 0.5 0.16
H -4.076 -5.478 0.919 -0.8 0.4 0.8 0.40
H -4.581 0.258 -2.151 -0.2 -0.1 0.0 0.26
H -2.121 -1.870 1.802 0.5 0.1 0.1 -0.08
H -0.122 -1.164 9.089 0.1 -0.4 -0.2 0.35
H -4.752 -0.986 -3.326 0.5 -0.5 -0.1 0.44
H 4.708 -2.632 1.889 -0.5 0.0 -0.6 0.24
H 3.666 1.923 7.060 0.1 0.3 0.5 0.24
H 1.408 -0.261 -2.341 -0.1 0.2 -0.5 0.07
H -1.439 -0.629 6.094 -0.3 0.0 0.2 0.38
H -2.897 -3.633 2.771 0.0 0.0 0.1 0.34
H 5.861 -1.454 2.274 0.2 0.4 -0.3 0.40
H -0.164 -3.284 5.469 0.5 0.1 -0.6 0.52
H -2.815 -0.061 -4.541 -0.2 -0.1 0.0 0.36
H 0.424 -1.242 0.471 0.1 0.1 -0.1 -0.09
H 3.793 1.196 8.781 0.6 0.4 -0.2 0.29
H 0.252 0.081 -7.385 0.0 -0.1 -0.1 0.38
H 2.592 -4.057 -2.444 -0.2 0.0 0.2 0.24
H 1.871 0.069 9.635 -0.4 0.1 0.2 0.52
H 5.451 0.741 -8.187 -0.2 0.1 -0.1 0.25
H -4.895 4.886 -0.647 0.5 0.1 -0.5 0.40
H 3.842 -0.949 3.497 0.3 0.2 0.1 0.29
H 1.123 -3.564 -3.220 0.1 -0.3 0.0 0.19
H -0.504 0.168 8.090 0.7 0.8 0.3 0.37
H 5.100 0.470 -6.494 -0.1 -0.1 0.1 0.28
H -3.909 1.239 -4.113 -0.2 0.0 0.2 0.37
H -1.073 1.349 -0.970 -0.2 0.7 -0.6 -0.51
H -1.517 -2.208 7.038 -0.6 0.5 0.0 0.43
H 0.894 -0.810 6.393 0.2 -0.3 -0.1 0.18
H 0.294 2.512 -1.015 -0.2 0.0 -0.1 0.11
H 0.976 -1.422 2.497 -0.6 -0.4 1.1 0.25
H 1.672 1.275 -5.077 0.2 0.3 0.2 0.04
H 2.395 -0.984 -7.782 0.0 0.1 -0.3 0.49
H -1.325 4.747 -3.698 0.5 1.0 0.1 0.39
H -3.208 5.525 0.934 0.0 0.1 -0.1 0.34
H -1.262 4.040 1.089 -0.1 0.3 -0.2 0.24
H -1.250 4.025 -2.203 0.7 -0.4 0.4 -0.23
H -1.744 -2.892 4.839 -0.1 0.1 -0.2 0.13
H 1.098 1.031 -8.651 0.2 -0.7 -0.3 0.39
H 1.637 2.651 -7.204 0.1 -0.1 -0.1 0.32
H 0.289 -2.991 2.582 0.1 -0.6 0.4 0.34
H -0.053 1.353 -5.299 0.0 0.1 0.5 -0.03
H 2.489 -0.382 -6.213 0.1 0.8 0.3 0.27
H 0.299 4.841 -2.833 -0.1 0.1 0.2 0.42
H -2.380 5.188 -0.579 -0.1 -0.3 -0.2 0.25
H -1.578 -0.649 3.039 0.3 -1.6 0.3 0.00
H 1.019 -1.200 -3.787 -0.2 0.0 0.1 0.09
H 1.640 -2.482 3.731 -0.2 -0.2 0.0 0.36
H -3.622 -4.095 -0.797 -0.3 -0.1 0.1 0.51
H -1.042 -0.606 -0.112 0.1 0.3 -0.1 -0.60
H -2.147 -2.638 -0.855 0.1 0.3 0.0 0.29
H 4.793 -0.822 -7.675 0.0 0.0 0.0 0.32
H 2.319 -0.659 1.204 0.3 0.3 -0.1 -0.07
H 4.103 0.350 2.318 -0.5 0.1 -0.4 0.25
```
Forces are in eV/Å.

Values from the calculation:
SMILES ... COCCNCCOC.COCCNCCOC.NC(N)=O.NC(N)=O.NC(N)=O.OCCO.OCCO.OCCO.OCCO
LUMO ... 0.27 eV
Electronic energy ... -67551.7303 eV
E_HOMO ... -8.68 eV
Kohn-Sham gap ... 0.32906 Eh
Energy above the lowest of the compared OMol25 structures with the same formula, charge and spin ... 190.63 kJ/mol